{"formula": "C6H14N2O2", "method": "the ωB97M-V functional and the def2-TZVPD basis", "smiles": "CN(C)C=O.CN(C)C=O", "homo_energy_ev": -8.91, "e_above_lowest_kcal_mol": 30.98, "total_energy_ev": -13524.281, "species": ["C", "N", "C", "C", "O", "H", "H", "H", "H", "H", "H", "H", "C", "N", "C", "C", "O", "H", "H", "H", "H", "H", "H", "H"], "coordinates": [[3.726, 2.053, 0.738], [2.352, 1.613, 0.779], [1.686, 1.702, 2.048], [1.663, 1.347, -0.349], [0.472, 1.120, -0.410], [4.168, 1.857, -0.239], [4.310, 1.530, 1.493], [3.797, 3.136, 0.894], [1.617, 2.743, 2.384], [0.678, 1.308, 1.956], [2.230, 1.130, 2.802], [2.286, 1.338, -1.255], [-1.534, -1.140, -1.769], [-2.450, -1.647, -0.760], [-2.761, -3.054, -0.772], [-3.120, -0.802, 0.049], [-3.945, -1.131, 0.881], [-0.690, -1.829, -1.851], [-1.154, -0.169, -1.469], [-2.005, -1.100, -2.757], [-1.833, -3.628, -0.794], [-3.316, -3.302, 0.129], [-3.379, -3.316, -1.637], [-2.798, 0.242, -0.090]], "atomic_forces_ev_per_a": [[0.1, 0.2, -0.3], [0.3, 0.0, -0.3], [-0.3, 0.1, 0.4], [-0.1, 0.0, -0.1], [-0.2, -0.1, 0.1], [-0.1, -0.2, 0.0], [0.1, 0.0, 0.1], [0.0, -0.1, 0.2], [0.0, -0.1, 0.0], [0.0, 0.0, 0.0], [0.0, 0.0, 0.0], [0.2, 0.1, 0.0], [-0.1, -0.4, 0.0], [0.1, 0.1, -0.3], [-0.1, -0.1, 0.1], [0.1, 0.0, 0.4], [0.0, 0.1, -0.1], [0.1, 0.1, 0.1], [0.0, 0.1, -0.1], [0.0, 0.1, 0.0], [-0.1, -0.1, -0.1], [0.0, 0.0, 0.0], [0.1, -0.1, 0.0], [0.0, 0.1, 0.0]], "nbo_charge": [-0.403, -0.426, -0.422, 0.539, -0.639, 0.211, 0.202, 0.193, 0.194, 0.245, 0.198, 0.110, -0.414, -0.428, -0.419, 0.532, -0.632, 0.194, 0.246, 0.182, 0.193, 0.240, 0.190, 0.114]}